This record from the OMol25 dataset describes a structure of composition C16H19N3O5STi. The level of theory is the ωB97M-V functional and the def2-TZVPD basis.

Last column: Mulliken charge in e.
Positions of all 45 atoms, in Å:
Ti  0.366131  0.295269  0.882249  -0.261
O  0.966083  -5.713352  -0.303184  -0.523
C  0.866380  -4.388831  -0.085335  1.072
C  1.442718  -3.443530  -0.938402  -0.573
C  1.264723  -2.112995  -0.629241  0.130
N  0.557827  -1.749666  0.429210  0.063
C  0.082378  -2.631663  1.297096  0.419
C  0.195511  -3.982933  1.075078  -0.771
C  -0.445932  -1.937046  2.545487  0.298
O  -0.984197  -2.543089  3.433083  -0.653
O  -0.186194  -0.643202  2.513329  -0.401
C  1.909209  -0.909340  -1.304899  0.203
O  2.635212  -1.042286  -2.260493  -0.675
O  1.612640  0.199701  -0.681165  -0.565
H  1.451697  -5.882634  -1.118677  0.308
H  2.032549  -3.718043  -1.803971  0.454
H  -0.194602  -4.701236  1.781531  0.585
C  -3.332055  0.716939  -0.944605  -1.808
C  -2.655451  1.187233  0.349427  2.366
C  -3.207982  0.385931  1.529062  -1.660
C  -2.956648  2.678122  0.557079  -1.676
C  -1.166390  0.995718  0.234088  -0.100
H  -4.415635  0.845286  -0.878541  0.461
H  -3.121842  -0.338367  -1.127873  0.329
H  -2.971408  1.289488  -1.801455  0.400
H  -4.284097  0.546726  1.628989  0.470
H  -2.727241  0.679064  2.463984  0.271
H  -3.035977  -0.683131  1.386918  0.300
H  -4.036871  2.844987  0.581286  0.468
H  -2.530027  3.280593  -0.246660  0.360
H  -2.538589  3.031713  1.501019  0.277
H  -0.715434  1.430750  -0.681994  0.312
C  0.352905  2.686852  2.847191  -0.982
N  1.390586  2.162059  1.948528  -0.032
C  2.430814  1.323240  2.428016  0.080
C  3.474938  1.469354  1.599409  -0.859
N  3.140949  2.439095  0.676201  0.068
C  1.893010  2.935206  0.886034  0.088
S  1.142257  4.156730  0.085935  -0.333
H  0.822959  3.222645  3.673334  0.332
H  -0.229733  1.858257  3.248936  0.279
H  -0.280020  3.352950  2.270867  0.249
H  2.284141  0.696017  3.289923  0.547
H  4.420415  0.958262  1.579049  0.440
H  3.676695  2.716374  -0.128602  0.245

Cartesian forces (eV/Å) of the 2 atoms listed first:
0.302 0.155 -0.036
0.005 -0.008 -0.015

Computed properties:
Kohn-Sham gap = 7.673 eV
energy = -2409.32018 a.u.
energy above the lowest of the compared OMol25 structures with the same formula, charge and spin = 15.60 kcal per mole
highest occupied orbital energy = -0.2894 hartree
lowest unoccupied orbital energy = -0.2 eV
total charge = 0
F_max = 0.34 eV Å⁻¹